Entry 1:
3 unconnected molecules or ions with the total composition C35H63F9N5O7S2 at a distorted geometry. Source: the OMol25 dataset; level of theory: ωB97M-V/def2-TZVPD.

ORCA input file:
```
! wB97M-V def2-TZVPD RIJCOSX def2/J DEFGRID3
* xyz 1 1
C 2.058 -1.572 0.414
C 1.051 -1.887 -0.101
N -0.070 -2.393 -0.695
C -0.210 -2.091 -2.142
C -0.402 -0.632 -2.530
N 0.832 0.159 -2.448
C 0.861 1.122 -1.340
C 2.283 1.581 -1.028
C 1.159 0.771 -3.674
C 1.425 -0.137 -4.837
O 1.272 1.956 -3.785
C -1.265 -2.303 0.047
N -1.889 -3.458 0.345
C -3.271 -3.738 -0.109
C -3.435 -3.986 -1.618
C -4.132 -2.830 -2.339
S -5.321 -3.384 -3.618
C -6.807 -2.530 -3.001
S -6.981 -0.965 -3.308
N -7.758 -3.246 -2.245
C -7.375 -3.331 -0.830
C -7.764 -2.105 -0.024
C -8.041 -4.592 -2.792
C -8.402 -4.536 -4.269
N -1.698 -1.151 0.474
C -2.868 -0.940 1.327
C -4.082 -0.366 0.612
C -3.928 1.067 0.095
F -2.647 1.520 0.198
F -4.708 1.888 0.858
C -4.451 1.217 -1.356
F -3.895 0.245 -2.137
F -5.787 0.992 -1.293
C -4.205 2.616 -2.032
F -3.988 3.566 -1.110
F -5.325 2.930 -2.726
C -3.039 2.639 -3.062
F -3.383 2.004 -4.186
F -2.760 3.919 -3.342
F -1.940 2.066 -2.539
H 3.008 -1.415 0.866
H 0.708 -2.435 -2.604
H -1.009 -2.680 -2.582
H -0.735 -0.649 -3.567
H -1.208 -0.142 -1.991
H 0.468 0.654 -0.439
H 0.227 1.978 -1.555
H 2.466 2.584 -1.391
H 2.449 1.605 0.045
H 2.994 0.893 -1.469
H 1.249 -1.185 -4.628
H 0.806 0.208 -5.660
H 2.452 0.020 -5.145
H -1.262 -4.228 0.155
H -3.940 -2.952 0.210
H -3.591 -4.628 0.421
H -2.496 -4.243 -2.098
H -4.076 -4.855 -1.727
H -4.704 -2.216 -1.656
H -3.436 -2.171 -2.852
H -7.879 -4.199 -0.418
H -6.305 -3.520 -0.700
H -7.082 -1.279 -0.220
H -8.767 -1.770 -0.254
H -7.695 -2.338 1.035
H -8.901 -4.956 -2.241
H -7.194 -5.256 -2.609
H -8.764 -3.553 -4.547
H -7.519 -4.725 -4.877
H -9.125 -5.297 -4.531
H -1.169 -0.328 0.210
H -3.128 -1.860 1.834
H -2.575 -0.235 2.100
H -4.436 -0.988 -0.203
H -4.882 -0.342 1.344
C 9.763 3.548 1.516
O 9.031 3.543 0.310
C 8.525 2.263 -0.018
C 7.296 2.371 -0.890
O 6.116 2.748 -0.194
C 5.996 4.110 0.194
C 5.728 5.062 -0.949
O 6.917 5.350 -1.659
C 6.669 5.808 -2.968
H 10.662 2.927 1.440
H 10.060 4.576 1.714
H 9.148 3.193 2.351
H 8.271 1.707 0.893
H 9.299 1.706 -0.564
H 7.084 1.372 -1.278
H 7.478 3.024 -1.746
H 6.859 4.434 0.778
H 5.123 4.135 0.850
H 5.323 6.000 -0.543
H 4.981 4.618 -1.620
H 6.098 5.068 -3.542
H 7.631 5.958 -3.452
H 6.122 6.758 -2.961
C 3.140 0.232 8.740
O 2.556 0.435 7.471
C 3.211 1.445 6.724
C 3.016 1.228 5.242
O 3.812 0.185 4.697
C 3.426 -1.151 4.964
C 2.210 -1.607 4.191
O 1.006 -1.127 4.774
C -0.012 -1.038 3.817
H 3.045 1.124 9.369
H 2.614 -0.593 9.215
H 4.199 -0.033 8.648
H 4.283 1.454 6.947
H 2.787 2.421 6.998
H 3.353 2.132 4.731
H 1.959 1.088 5.004
H 3.297 -1.329 6.033
H 4.270 -1.757 4.626
H 2.178 -2.705 4.179
H 2.275 -1.240 3.161
H 0.287 -0.367 2.997
H -0.900 -0.627 4.297
H -0.253 -2.030 3.404
*
```

Largest force on an atom (eV Å⁻¹): 2.46
Kohn-Sham gap (Ha): 0.2582
E_LUMO (eV): -3.48
Highest occupied orbital energy (eV): -10.5
Molecular weight (g/mol): 901.0

Entry 2:
6 unconnected molecules or ions with the total composition C35H66FI3NO16 at a distorted geometry. Source: the OMol25 dataset; level of theory: ωB97M-V/def2-TZVPD.

ORCA input file:
```
! wB97M-V def2-TZVPD RIJCOSX def2/J DEFGRID3
* xyz 1 1
C 1.171 -0.833 8.755
C 1.508 -1.729 7.383
C 1.795 -0.806 6.058
C 0.635 -0.979 4.866
C -0.855 -0.888 5.535
C -2.066 -0.444 4.538
C -3.606 -0.920 4.769
C -3.892 -1.964 5.995
C -3.288 -3.498 5.739
I -3.503 -1.186 8.012
C -1.763 -0.650 2.905
C -1.927 -2.183 2.283
C -0.701 -2.629 1.287
C -0.492 -1.623 -0.017
F 0.553 -2.901 2.037
C -2.818 0.465 2.241
N -2.979 1.438 3.198
C -3.910 2.655 3.020
C -4.835 2.577 1.668
C -6.046 1.436 1.752
I -7.996 2.243 2.327
C -2.122 1.212 4.463
I -2.755 2.304 6.305
C -0.786 2.064 4.062
C 0.177 2.518 5.304
O 1.562 2.615 4.733
H 1.452 0.304 8.609
H 0.055 -0.935 9.100
H 1.856 -1.209 9.658
H 2.537 -2.276 7.638
H 0.719 -2.580 7.234
H 1.922 0.300 6.417
H 2.821 -1.196 5.588
H 0.857 -0.215 4.011
H 0.785 -2.066 4.447
H -1.023 -1.934 6.086
H -0.846 -0.097 6.429
H -4.303 0.026 4.985
H -4.117 -1.423 3.812
H -5.076 -2.136 5.977
H -2.248 -3.505 5.206
H -4.058 -4.002 4.980
H -3.307 -4.152 6.714
H -0.704 -0.366 2.498
H -2.156 -2.997 3.090
H -2.901 -2.126 1.595
H -1.029 -3.677 0.818
H -1.408 -0.910 -0.186
H -0.342 -2.325 -0.955
H 0.520 -1.061 0.172
H -3.279 0.315 1.176
H -4.670 2.706 3.937
H -3.296 3.676 3.071
H -5.414 3.620 1.602
H -4.154 2.437 0.721
H -6.061 0.913 0.680
H -5.702 0.575 2.503
H -0.100 1.583 3.246
H -1.185 3.079 3.574
H 0.261 1.759 6.188
H -0.062 3.628 5.672
H 1.467 3.001 3.793
C -9.808 -1.138 1.543
O -9.911 -2.114 0.509
C -10.600 -1.699 -0.584
O -11.112 -0.601 -0.735
O -10.620 -2.718 -1.480
C -11.317 -2.422 -2.689
H -9.239 -1.576 2.367
H -9.271 -0.253 1.187
H -10.800 -0.865 1.917
H -10.840 -1.589 -3.215
H -12.369 -2.201 -2.484
H -11.269 -3.306 -3.331
C 0.584 -0.015 -6.112
O 1.761 -0.046 -5.307
C 1.523 -0.063 -3.971
O 0.425 -0.055 -3.438
O 2.720 -0.092 -3.331
C 2.624 -0.112 -1.908
H 0.892 -0.004 -7.161
H -0.024 -0.910 -5.941
H 0.004 0.892 -5.913
H 2.098 -1.011 -1.570
H 2.125 0.791 -1.542
H 3.639 -0.134 -1.501
C 6.180 -3.312 -10.052
O 5.844 -3.286 -8.667
C 4.827 -2.445 -8.354
O 4.210 -1.743 -9.140
O 4.614 -2.519 -7.016
C 3.564 -1.680 -6.541
H 7.005 -4.018 -10.187
H 5.330 -3.658 -10.649
H 6.514 -2.325 -10.387
H 2.609 -1.961 -6.997
H 3.793 -0.627 -6.736
H 3.482 -1.820 -5.460
C 8.657 3.520 -8.684
O 7.388 3.110 -8.177
C 6.633 2.410 -9.061
O 6.950 2.121 -10.204
O 5.464 2.087 -8.452
C 4.563 1.342 -9.270
H 9.175 4.071 -7.895
H 9.264 2.650 -8.953
H 8.532 4.186 -9.544
H 5.007 0.385 -9.561
H 4.275 1.922 -10.153
H 3.663 1.139 -8.683
C 6.393 3.950 -1.779
O 5.590 3.137 -0.925
C 6.038 3.059 0.354
O 7.031 3.611 0.801
O 5.188 2.262 1.049
C 5.537 2.088 2.421
H 5.943 3.940 -2.776
H 6.413 4.984 -1.420
H 7.407 3.546 -1.856
H 5.523 3.047 2.948
H 6.518 1.609 2.512
H 4.791 1.433 2.879
*
```

Largest force on an atom (eV Å⁻¹): 4.19
Kohn-Sham gap (Ha): 0.2672
E_LUMO (eV): -4.42
ΔE to the lowest compared entry with this formula, charge and spin (kcal/mol): 215.7
Highest occupied orbital energy (eV): -11.7
Molecular weight (g/mol): 1156.6